This record from the Open Molecules 2025 dataset describes C4H12N2 in the gas phase in a non-equilibrium geometry. The level of theory is ωB97M-V/def2-TZVPD.

Computed properties:
SMILES string = CC[C@@H](N)CN
highest occupied orbital energy = -9.0 eV
charge = 0
energy above the lowest of the compared OMol25 structures with the same formula, charge and spin = 23.15 kcal/mol
frontier orbital gap = 10.17 eV
E = -7322.025 eV

Each atom is followed by the atoms it is bonded to, with distances in Å.
Cartesian coordinates (Å):
1 N -0.691 0.144 1.336  C4 1.486, H7 1.061, H8 1.036
2 C 0.643 2.268 -0.119  C3 1.509, H9 1.065, H10 1.084, H11 1.053
3 C 0.298 0.976 -0.820  C2 1.509, C4 1.504, H12 1.072, H13 1.060
4 C 0.196 -0.144 0.179  N1 1.486, C3 1.504, C5 1.493, H14 1.090
5 C -0.248 -1.367 -0.555  C4 1.493, N6 1.475, H15 1.133, H16 1.069
6 N 0.213 -2.599 0.111  C5 1.475, H17 1.008, H18 0.995
7 H -1.089 -0.749 1.747  N1 1.061
8 H -1.449 0.832 1.174  N1 1.036
9 H 1.545 2.288 0.447  C2 1.065
10 H -0.043 2.493 0.689  C2 1.084
11 H 0.541 2.987 -0.883  C2 1.053
12 H -0.667 1.061 -1.280  C3 1.072
13 H 0.962 0.745 -1.613  C3 1.060
14 H 1.148 -0.374 0.655  C4 1.090
15 H 0.026 -1.377 -1.654  C5 1.133
16 H -1.294 -1.260 -0.361  C5 1.069
17 H -0.357 -3.387 -0.155  N6 1.008
18 H 0.265 -2.540 1.103  N6 0.995